Entry 1:
C39H40CrN2O7 | ωB97M-V/def2-TZVPD

Structure (XYZ):
```
89
C39H40CrN2O7 | OMol25 | ωB97M-V/def2-TZVPD
Cr 0.56 -0.88 0.64
C -1.01 -3.31 3.69
O -1.40 -2.62 2.53
C -2.26 -1.59 2.65
C -2.98 -1.29 3.80
C -3.88 -0.23 3.78
C -4.06 0.53 2.64
C -3.31 0.25 1.51
C -2.41 -0.80 1.51
N -1.56 -1.04 0.38
N -2.17 -0.92 -0.70
C -1.57 -1.04 -1.92
C -0.22 -1.43 -2.13
O 0.63 -1.60 -1.21
C 0.20 -1.66 -3.50
C -0.62 -1.44 -4.54
C -1.97 -0.99 -4.36
C -2.81 -0.75 -5.46
C -4.11 -0.33 -5.28
C -4.59 -0.16 -3.97
C -3.79 -0.40 -2.88
C -2.45 -0.81 -3.05
H -0.54 -2.64 4.41
H -0.29 -4.05 3.37
H -1.87 -3.81 4.17
H -2.85 -1.88 4.69
H -4.44 0.00 4.69
H -4.75 1.37 2.64
H -3.38 0.87 0.63
H 1.22 -1.99 -3.63
H -0.27 -1.59 -5.56
H -2.41 -0.89 -6.46
H -4.75 -0.14 -6.13
H -5.62 0.16 -3.82
H -4.17 -0.27 -1.88
C 4.63 -0.90 -0.66
C 3.44 -1.40 0.13
O 2.59 -0.56 0.42
C 3.38 -2.78 0.55
C 4.55 -3.57 0.49
C 4.60 -4.86 0.96
C 3.43 -5.40 1.53
C 2.27 -4.68 1.60
C 2.19 -3.33 1.11
O 1.06 -2.74 1.18
H 4.33 0.03 -1.15
H 4.96 -1.62 -1.40
H 5.46 -0.68 0.01
H 5.45 -3.14 0.06
H 5.51 -5.43 0.92
H 3.44 -6.41 1.91
H 1.37 -5.11 2.01
C 0.20 5.93 -4.21
C 0.05 4.90 -3.13
C -1.15 4.23 -2.93
C -1.30 3.27 -1.93
C -2.62 2.55 -1.78
C -0.22 2.97 -1.11
C 1.01 3.63 -1.30
C 2.19 3.31 -0.42
C 1.12 4.59 -2.29
C -0.37 1.91 -0.03
O -1.21 2.06 0.84
O 0.33 0.86 -0.28
H -0.76 6.15 -4.68
H 0.89 5.60 -4.99
H 0.59 6.87 -3.81
H -2.00 4.46 -3.58
H -3.37 2.98 -2.43
H -2.96 2.60 -0.75
H -2.51 1.50 -2.04
H 1.94 3.41 0.63
H 3.02 3.98 -0.65
H 2.51 2.27 -0.56
H 2.06 5.10 -2.42
C 1.98 1.47 3.06
C 1.21 0.20 3.46
C 2.19 -0.87 3.93
C 0.22 0.55 4.57
O 0.47 -0.26 2.38
H 2.71 1.75 3.84
H 1.29 2.30 2.90
H 2.52 1.28 2.13
H 2.65 -0.61 4.89
H 2.98 -1.02 3.20
H 1.66 -1.82 4.04
H 0.70 1.08 5.39
H -0.24 -0.36 4.97
H -0.58 1.17 4.15
```

As for the energy relative to the best compared isomer or geometry (same formula, charge and spin): 0.319 eV. As for the multiplicity: 4. Its calculated total energy is -3191.0237 Eh. The calculation puts the maximum force at 0.9 eV Å⁻¹. Its net charge is -1.

***

Entry 2:
C39H40IN6O3STa | ωB97M-V/def2-TZVPD

Structure (XYZ):
```
91
C39H40IN6O3STa | OMol25 | ωB97M-V/def2-TZVPD
Ta 0.13 0.33 -0.45
O -1.63 0.69 -4.74
C -0.46 0.73 -5.41
C -0.49 0.75 -6.79
C 0.74 0.85 -7.45
C 1.91 0.80 -6.76
C 1.97 0.62 -5.42
C 0.77 0.53 -4.72
C 0.79 0.24 -3.33
O -0.30 0.22 -2.60
N 1.96 -0.12 -2.89
N 1.82 -0.54 -1.59
C 2.69 -1.30 -0.93
C 2.20 -2.30 -0.07
C 3.03 -3.42 0.34
C 2.46 -4.48 1.03
C 1.07 -4.42 1.26
C 0.35 -3.32 0.90
N 0.86 -2.21 0.29
H -1.40 0.58 -3.76
H -1.45 0.78 -7.31
H 0.84 0.81 -8.54
H 2.89 0.93 -7.22
H 2.93 0.44 -4.86
H 3.75 -1.31 -1.25
H 4.11 -3.21 0.34
H 3.12 -5.23 1.47
H 0.64 -5.31 1.69
H -0.74 -3.30 1.22
C 1.80 -0.80 6.10
C 2.40 -1.61 4.91
N 2.65 -0.64 3.78
C 3.98 -0.06 3.71
C 4.91 -1.01 2.86
C 1.68 -0.34 2.92
S 2.08 0.65 1.57
N 0.45 -0.80 3.20
C -0.69 -0.61 2.53
O -0.70 -0.05 1.34
C -1.96 -0.86 3.19
C -2.04 -1.23 4.53
C -3.27 -1.55 5.16
C -4.40 -1.77 4.41
C -4.34 -1.51 3.00
C -3.16 -1.09 2.43
H 1.61 -1.46 7.00
H 0.79 -0.35 5.97
H 2.46 0.02 6.42
H 1.60 -2.29 4.53
H 3.32 -2.16 5.09
H 4.40 0.09 4.68
H 3.89 0.93 3.23
H 4.95 -1.98 3.34
H 5.90 -0.51 2.82
H 4.44 -1.10 1.86
H -1.14 -1.46 5.14
H -3.24 -1.70 6.26
H -5.32 -2.14 4.80
H -5.17 -1.73 2.34
H -3.17 -1.07 1.34
I -2.00 -2.82 -1.16
C -3.11 -1.25 -2.06
C -4.03 -1.69 -3.02
C -4.89 -0.79 -3.71
C -4.96 0.50 -3.27
C -4.15 0.90 -2.13
C -4.50 2.13 -1.52
C -3.67 2.64 -0.57
C -2.53 1.93 -0.11
C -2.20 0.73 -0.72
C -3.08 0.13 -1.63
H -4.01 -2.76 -3.17
H -5.54 -1.13 -4.49
H -5.68 1.22 -3.70
H -5.45 2.56 -1.74
H -3.81 3.63 -0.13
H -1.84 2.43 0.53
C 2.34 3.34 -1.49
C 1.08 3.38 -0.70
C -0.07 4.12 -1.40
C 1.17 4.17 0.62
N 0.64 2.00 -0.58
H 2.84 4.33 -1.61
H 2.29 2.88 -2.48
H 3.17 2.81 -0.88
H 0.27 5.22 -1.53
H -0.93 4.05 -0.77
H -0.24 3.69 -2.39
H 1.54 5.20 0.48
H 1.90 3.64 1.28
H 0.16 4.17 1.10
```

As for the energy relative to the best compared isomer or geometry (same formula, charge and spin): 0.681 eV. Its calculated total energy is -2817.2977 Eh. The calculation puts the maximum force at 4.3 eV Å⁻¹. Its net charge is 0.

***

Entry 3:
C39H41BCl2MgN6OS2Te | ωB97M-V/def2-TZVPD

Structure (XYZ):
```
94
C39H41BCl2MgN6OS2Te | OMol25 | ωB97M-V/def2-TZVPD
Mg 0.34 0.15 -0.15
C -1.69 5.03 -1.05
C -1.23 3.95 -0.12
C -1.38 3.87 1.25
C -0.78 2.66 1.63
N -0.29 2.05 0.55
N -0.59 2.84 -0.52
B -0.18 2.44 -1.96
N -0.97 1.20 -2.44
N -0.90 -0.02 -1.83
C -1.78 -0.81 -2.45
C -2.40 -0.10 -3.49
C -1.85 1.16 -3.46
C -2.16 2.31 -4.36
C -2.07 -2.21 -2.07
C -3.33 -2.74 -2.34
C -3.63 -4.05 -2.01
C -2.68 -4.85 -1.38
C -1.43 -4.32 -1.10
C -1.12 -3.02 -1.45
N 1.34 2.19 -2.00
N 1.96 1.26 -1.21
C 3.26 1.33 -1.52
C 3.46 2.31 -2.51
C 2.22 2.83 -2.78
C 1.86 3.89 -3.77
C 4.33 0.49 -0.94
C 4.11 -0.39 0.11
C 5.14 -1.20 0.58
C 6.41 -1.12 0.02
C 6.64 -0.21 -1.01
C 5.61 0.58 -1.48
C -0.72 2.10 2.98
C -1.78 2.32 3.86
C -1.76 1.80 5.15
C -0.67 1.04 5.57
C 0.39 0.82 4.70
C 0.37 1.35 3.42
H -2.19 5.81 -0.47
H -2.39 4.65 -1.79
H -0.85 5.48 -1.58
H -1.83 4.61 1.89
H -0.44 3.35 -2.69
H -3.13 -0.47 -4.19
H -2.89 1.99 -5.11
H -1.26 2.65 -4.89
H -2.57 3.16 -3.81
H -4.09 -2.12 -2.80
H -4.62 -4.44 -2.23
H -2.93 -5.86 -1.10
H -0.68 -4.93 -0.60
H -0.14 -2.63 -1.24
H 4.39 2.62 -2.96
H 2.77 4.24 -4.26
H 1.38 4.74 -3.29
H 1.19 3.51 -4.54
H 3.13 -0.46 0.57
H 4.96 -1.88 1.39
H 7.21 -1.75 0.39
H 7.64 -0.13 -1.44
H 5.81 1.27 -2.29
H -2.64 2.89 3.53
H -2.59 1.98 5.82
H -0.65 0.64 6.57
H 1.25 0.25 5.03
H 1.22 1.21 2.76
Te 0.40 -1.85 1.67
C 2.24 -2.63 2.33
C 3.03 -2.13 3.34
C 4.09 -3.01 3.71
C 4.09 -4.17 2.98
S 2.79 -4.18 1.85
H 2.86 -1.17 3.79
H 4.82 -2.79 4.48
H 4.77 -5.00 3.04
O -2.12 -0.17 0.73
S -2.46 -0.76 2.08
C -4.09 -0.16 2.63
C -4.59 -1.36 3.43
C -4.52 -2.54 2.46
C -3.16 -2.43 1.75
H -4.72 0.05 1.76
H -3.94 0.73 3.23
H -5.58 -1.21 3.85
H -3.89 -1.53 4.27
H -5.33 -2.45 1.74
H -4.62 -3.49 2.98
H -3.23 -2.49 0.66
H -2.43 -3.15 2.10
Cl 1.30 -0.45 -4.39
C 1.67 -2.03 -3.67
Cl 2.20 -1.88 -1.99
H 2.48 -2.47 -4.24
H 0.78 -2.64 -3.70
```

As for the energy relative to the best compared isomer or geometry (same formula, charge and spin): 0.491 eV. Its calculated total energy is -4124.4665 Eh. The calculation puts the maximum force at 1.0 eV Å⁻¹. Its net charge is 0.

***

Entry 4:
C39H41BF6N | ωB97M-V/def2-TZVPD

Structure (XYZ):
```
88
C39H41BF6N | OMol25 | ωB97M-V/def2-TZVPD
B 4.79 1.21 -0.40
C 4.10 0.68 1.01
C 4.63 -0.70 1.49
C 4.14 -1.85 0.58
N 5.12 -2.32 -0.42
H 5.22 0.29 -1.09
H 3.98 1.82 -1.10
H 5.75 1.93 -0.15
H 3.03 0.51 0.83
H 4.17 1.41 1.82
H 4.20 -0.88 2.48
H 5.71 -0.66 1.57
H 3.28 -1.47 0.04
H 3.85 -2.69 1.22
H 5.99 -1.81 -0.32
H 4.78 -2.07 -1.33
F 1.71 -1.12 2.42
C 0.86 -2.15 2.43
C 1.12 -3.27 3.20
C 0.21 -4.32 3.16
C -0.91 -4.26 2.35
C -1.14 -3.13 1.58
C -0.26 -2.06 1.62
H 2.01 -3.30 3.81
H 0.39 -5.20 3.77
H -1.60 -5.08 2.32
H -2.02 -3.07 0.94
H -0.42 -1.17 1.03
F -0.27 -0.13 -0.93
C 0.23 -0.93 -1.90
C -0.62 -1.82 -2.54
C -0.10 -2.64 -3.53
C 1.25 -2.57 -3.86
C 2.08 -1.68 -3.20
C 1.57 -0.85 -2.21
H -1.66 -1.86 -2.26
H -0.75 -3.33 -4.04
H 1.65 -3.22 -4.63
H 3.13 -1.63 -3.45
H 2.21 -0.14 -1.69
F 1.55 6.01 0.59
C 1.60 5.22 1.69
C 1.24 3.89 1.58
C 1.30 3.08 2.70
C 1.69 3.62 3.92
C 2.04 4.96 4.02
C 2.00 5.77 2.89
H 0.94 3.49 0.62
H 1.04 2.04 2.63
H 1.74 2.98 4.80
H 2.35 5.37 4.97
H 2.27 6.81 2.94
F -1.51 -2.83 -5.98
C -1.16 -2.43 -7.22
C 0.15 -2.58 -7.62
C 0.51 -2.16 -8.90
C -0.44 -1.60 -9.74
C -1.75 -1.45 -9.31
C -2.12 -1.87 -8.04
H 0.88 -3.01 -6.95
H 1.53 -2.28 -9.23
H -0.15 -1.28 -10.73
H -2.49 -1.01 -9.97
H -3.13 -1.77 -7.69
F -3.23 6.90 3.80
C -2.96 7.22 2.52
C -1.69 7.01 2.02
C -1.42 7.33 0.70
C -2.43 7.86 -0.10
C -3.70 8.07 0.42
C -3.97 7.74 1.74
H -0.92 6.59 2.66
H -0.44 7.17 0.29
H -2.21 8.12 -1.13
H -4.48 8.49 -0.21
H -4.96 7.89 2.16
F -3.78 -5.25 2.07
C -4.35 -4.86 3.22
C -4.94 -5.82 4.03
C -5.53 -5.43 5.22
C -5.53 -4.09 5.59
C -4.94 -3.14 4.76
C -4.34 -3.53 3.57
H -4.93 -6.86 3.72
H -5.99 -6.16 5.86
H -5.99 -3.78 6.52
H -4.94 -2.10 5.05
H -3.86 -2.81 2.92
```

Its calculated total energy is -2189.4954 Eh. The calculation puts the maximum force at 1.1 eV Å⁻¹. Its net charge is -1.

***

Entry 5:
C39H41CaN5OP3Se2 | ωB97M-V/def2-TZVPD

Structure (XYZ):
```
92
C39H41CaN5OP3Se2 | OMol25 | ωB97M-V/def2-TZVPD
Ca 0.19 0.41 -0.20
N -0.98 -0.90 2.17
C -0.86 -2.08 2.93
C -1.97 -2.62 3.61
C -1.87 -3.87 4.25
C -0.60 -4.42 4.32
C 0.55 -3.83 3.75
C 0.43 -2.68 2.96
P 1.73 -1.83 1.96
C 2.24 -3.19 0.87
C 3.49 -3.30 0.26
C 3.85 -4.37 -0.52
C 2.99 -5.49 -0.67
C 1.73 -5.42 -0.04
C 1.38 -4.31 0.67
C 3.15 -1.57 3.10
C 3.98 -2.65 3.45
C 4.95 -2.48 4.47
C 5.11 -1.26 5.08
C 4.31 -0.15 4.63
C 3.36 -0.30 3.67
H -0.51 -0.13 2.71
H -1.97 -0.62 1.91
H -2.84 -1.98 3.61
H -2.67 -4.39 4.78
H -0.40 -5.30 4.86
H 1.57 -4.24 4.00
H 4.24 -2.55 0.35
H 4.86 -4.46 -0.93
H 3.35 -6.32 -1.25
H 0.94 -6.22 -0.13
H 0.34 -4.20 0.95
H 3.95 -3.61 2.94
H 5.60 -3.36 4.71
H 5.85 -1.07 5.84
H 4.52 0.86 5.00
H 2.81 0.53 3.29
N 2.11 3.69 2.37
C 0.97 3.83 3.13
C 0.04 2.96 2.58
N 0.64 2.26 1.56
C 1.84 2.75 1.41
C 2.82 2.21 0.45
N 2.57 1.21 -0.36
C 3.83 0.93 -0.96
C 4.76 1.85 -0.54
N 4.10 2.66 0.37
H 2.87 4.38 2.40
H 0.85 4.49 3.97
H -0.96 2.76 2.81
H 3.90 0.08 -1.67
H 5.76 1.96 -0.84
H 4.57 3.19 1.09
Se -0.22 2.50 -2.36
P -2.28 2.53 -1.62
Se -2.80 1.21 0.08
C -3.50 2.20 -2.95
C -4.82 2.60 -2.79
C -5.70 2.72 -3.84
C -5.25 2.43 -5.13
C -3.95 2.01 -5.32
C -3.06 1.85 -4.22
C -2.67 4.32 -1.40
C -3.04 4.85 -0.21
C -3.72 6.08 -0.19
C -3.97 6.78 -1.39
C -3.43 6.28 -2.61
C -2.84 5.04 -2.60
H -5.18 2.81 -1.79
H -6.72 3.00 -3.70
H -5.88 2.58 -6.00
H -3.55 1.73 -6.30
H -2.03 1.50 -4.36
H -2.88 4.32 0.75
H -4.07 6.46 0.78
H -4.56 7.75 -1.41
H -3.49 6.88 -3.52
H -2.49 4.58 -3.51
C -1.46 -3.78 -2.40
P -0.91 -2.08 -2.78
C 0.44 -2.08 -4.03
C -2.37 -1.38 -3.64
O -0.36 -1.37 -1.57
H -2.48 -3.67 -2.07
H -0.84 -4.26 -1.65
H -1.47 -4.41 -3.31
H 0.02 -2.04 -5.04
H 1.07 -2.98 -3.89
H 1.04 -1.19 -3.75
H -2.92 -2.15 -4.29
H -2.09 -0.45 -4.22
H -3.04 -1.00 -2.83
```

As for the energy relative to the best compared isomer or geometry (same formula, charge and spin): 1.557 eV. Its calculated total energy is -8364.3613 Eh. The calculation puts the maximum force at 2.3 eV Å⁻¹. Its net charge is +1.

***

Which formula does entry 5 have?
C39H41CaN5OP3Se2

***

Number 3 is which compound?
C39H41BCl2MgN6OS2Te